A single CH5BO molecule. Source: the Open Molecules 2025 dataset; level of theory: ωB97M-V with the def2-TZVPD basis set.

Last column: Löwdin charge in e.
Atoms and positions in Å:
B1 1.5600 0.1632 -0.1133  0.10
O1 0.1728 0.9440 0.0943  -0.25
C1 -1.0611 0.1877 -0.0254  -0.14
H1 1.5440 -1.0035 0.0113  0.02
H2 2.4075 0.9437 0.0085  0.01
H3 -1.9572 0.7773 0.3695  0.10
H4 -0.7566 -0.8078 0.4054  0.08
H5 -1.2955 0.2086 -1.1038  0.07

Forces on atoms 1 to 2 (eV/Å):
-5.270 2.878 1.981
3.745 -2.166 -0.871

structure (SMILES) = BOC
HOMO energy = -10.485 eV
ΔE to the lowest compared entry with this formula, charge and spin = 56.2 kcal per mole

---

A single C22H27N5O5 molecule. Source: the Open Molecules 2025 dataset; level of theory: ωB97M-V with the def2-TZVPD basis set.

Last column: Löwdin charge in e.
Atoms and positions in Å:
C1 -2.9836 -4.8147 1.3778  -0.06
C2 -3.0786 -3.3387 1.7394  -0.21
O1 -2.7623 -2.5056 0.6270  -0.02
C3 -1.4552 -2.2624 0.4038  -0.43
O2 -0.5767 -2.7086 1.1110  0.09
C4 -1.2619 -1.4065 -0.7604  -0.03
C5 -0.0450 -0.9685 -1.1621  -0.15
C6 1.2709 -1.2957 -0.5092  -0.10
N1 2.2405 -0.2554 -0.8099  -0.19
C7 2.0520 0.9102 0.0366  -0.16
C8 2.9639 2.0414 -0.4556  -0.15
N2 4.3586 1.6757 -0.5443  -0.18
C9 5.2365 2.0177 0.5311  -0.19
C10 5.1381 1.2162 1.8648  -0.15
C11 5.7469 -0.0803 1.7606  -0.27
N3 6.2539 -1.1016 1.6637  0.16
C12 4.5399 0.4173 -1.2317  -0.15
C13 3.6201 -0.7036 -0.7286  -0.16
N4 0.0730 -0.1685 -2.2617  0.17
C14 -0.9504 0.0961 -3.1580  -0.54
O3 -0.7535 0.7125 -4.1804  0.07
N5 -2.1446 -0.4377 -2.8123  0.15
C15 -2.5011 -0.9331 -1.4941  -0.20
C16 -3.2015 0.1388 -0.6758  -0.17
C17 -4.4841 -0.0624 -0.1947  -0.04
C18 -5.1444 0.8986 0.5681  0.02
C19 -4.4691 2.0667 0.8213  -0.20
C20 -3.1768 2.2785 0.3361  -0.19
C21 -2.5231 1.3335 -0.4116  0.08
O4 -2.7391 3.5138 0.7335  0.04
C22 -3.8001 4.0803 1.4728  -0.16
O5 -4.8731 3.1652 1.5311  0.04
H1 -1.9583 -5.0639 1.1165  0.08
H2 -3.6290 -5.0382 0.5317  0.08
H3 -3.2880 -5.4192 2.2273  0.08
H4 -4.0988 -3.0638 2.0163  0.12
H5 -2.3940 -3.1089 2.5623  0.12
H6 1.1253 -1.4528 0.5677  0.13
H7 1.6267 -2.2432 -0.9254  0.15
H8 1.0107 1.2341 -0.0292  0.12
H9 2.2587 0.6665 1.0942  0.12
H10 2.8568 2.9149 0.1896  0.12
H11 2.6363 2.3178 -1.4656  0.13
H12 5.0543 3.0694 0.7729  0.12
H13 6.2636 1.9323 0.1613  0.13
H14 4.0952 1.1073 2.1700  0.11
H15 5.6688 1.7714 2.6433  0.12
H16 5.5805 0.1034 -1.1449  0.12
H17 4.3131 0.5906 -2.2909  0.12
H18 3.7456 -1.5762 -1.3730  0.13
H19 3.8934 -0.9961 0.2976  0.11
H20 1.0141 0.1338 -2.4919  0.15
H21 -2.9115 -0.1984 -3.4227  0.16
H22 -3.1888 -1.7770 -1.6264  0.15
H23 -4.9847 -0.9940 -0.4065  0.11
H24 -6.1409 0.7381 0.9432  0.12
H25 -1.5285 1.5124 -0.7844  0.12
H26 -4.1344 5.0101 0.9849  0.14
H27 -3.4560 4.3106 2.4937  0.14

Forces on atoms 1 to 2 (eV/Å):
0.051 0.422 -0.065
0.054 -0.364 0.423

structure (SMILES) = CCOC(=O)C1=C(CN2CCN(CCC#N)CC2)NC(=O)N[C@@H]1c1ccc2c(c1)OCO2
HOMO energy = -8.215 eV
ΔE to the lowest compared entry with this formula, charge and spin = 84.2 kcal per mole

---

A gas-phase ion, C2H7N2O2 (charge +1). Source: the Open Molecules 2025 dataset; level of theory: ωB97M-V with the def2-TZVPD basis set.

Last column: Löwdin charge in e.
Atoms and positions in Å:
C1 -0.1106 0.7022 -1.1157  0.06
N1 0.0801 -0.2391 -0.0140  -0.40
C2 -0.8135 -0.0931 1.0776  0.03
O1 0.1211 -1.4827 -0.5571  0.11
N2 1.5997 -0.1618 0.5505  0.17
O2 2.2509 0.6438 0.0898  0.22
H1 0.2896 1.5808 -0.6243  0.12
H2 0.4971 0.3728 -1.8419  0.08
H3 -1.1047 0.7613 -1.5025  0.13
H4 -0.7327 -0.9243 1.7131  0.11
H5 -0.6581 0.9456 1.4525  0.15
H6 -1.8106 0.0074 0.7076  0.12
H7 0.3917 -2.1126 0.0643  0.11

Forces on atoms 1 to 2 (eV/Å):
-0.554 1.028 2.947
-0.446 -0.039 -1.804

charge = +1
structure (SMILES) = C[N+](C)(O)N=O
HOMO energy = -15.998 eV
ΔE to the lowest compared entry with this formula, charge and spin = 142.1 kcal per mole

---

11 unconnected molecules or ions with the total composition C36H101N7O11. Source: the Open Molecules 2025 dataset; level of theory: ωB97M-V with the def2-TZVPD basis set.

Last column: Löwdin charge in e.
Atoms and positions in Å:
C1 -4.1180 2.7535 0.0790  -0.14
O1 -4.7315 4.0175 -0.0413  -0.18
C2 -4.3417 4.7891 1.1269  -0.16
C3 -4.7062 6.2691 0.7760  -0.47
C4 -4.0613 7.3140 1.6823  -0.07
N1 -6.1081 6.5065 0.7959  0.02
H1 -4.3146 2.2539 1.0276  0.08
H2 -3.0728 2.7305 -0.2294  0.09
H3 -4.5027 1.9725 -0.5768  0.08
H4 -4.6368 4.3573 2.0832  0.13
H5 -3.2607 4.9045 1.0476  0.12
H6 -4.4662 6.4576 -0.2704  0.13
H7 -3.0293 7.5341 1.4090  0.07
H8 -4.0353 6.9451 2.7076  0.08
H9 -4.5520 8.2793 1.5579  0.07
H10 -6.2468 7.2865 0.1695  0.08
H11 -6.4999 5.6374 0.4625  0.07
C5 4.8942 2.4583 7.3550  -0.09
O2 4.7032 2.2819 5.9234  -0.18
C6 5.5080 1.2100 5.4782  -0.24
C7 5.2708 0.6702 4.0342  -0.39
C8 5.3220 1.8327 3.0168  -0.06
N2 3.8892 0.1368 3.9605  0.03
H12 4.2183 3.2215 7.7407  0.08
H13 5.9122 2.6327 7.7033  0.09
H14 4.6594 1.5653 7.9343  0.08
H15 6.5637 1.4808 5.4629  0.12
H16 5.6322 0.4025 6.1998  0.12
H17 5.9959 -0.0746 3.7061  0.13
H18 5.0031 1.4414 2.0508  0.08
H19 6.3902 2.0175 2.9029  0.07
H20 4.8938 2.7217 3.4798  0.08
H21 3.6772 -0.4657 4.7430  0.06
H22 3.3518 0.9343 4.2691  0.05
C9 -1.8628 -8.5846 7.2201  -0.08
O3 -1.6305 -7.8502 6.0358  -0.23
C10 -1.6007 -6.4397 6.0738  -0.21
C11 -1.4002 -5.8325 4.6837  -0.36
C12 -0.2841 -6.6401 3.9369  -0.08
N3 -0.7326 -4.5167 4.6974  -0.01
H23 -1.3084 -8.0364 7.9818  0.09
H24 -1.6322 -9.6342 7.0379  0.09
H25 -2.9503 -8.6484 7.2565  0.09
H26 -2.5290 -6.1234 6.5494  0.12
H27 -0.9124 -6.1240 6.8578  0.12
H28 -2.3147 -5.7416 4.0975  0.13
H29 0.6302 -6.6945 4.5278  0.08
H30 -0.0838 -6.2230 2.9499  0.07
H31 -0.6230 -7.6758 3.9165  0.06
H32 0.0521 -4.4489 5.3297  0.06
H33 -0.3688 -4.2112 3.8062  0.06
C13 -1.4247 3.7114 -9.8430  -0.07
O4 -1.2326 4.2603 -8.5124  -0.18
C14 -1.3311 3.4153 -7.4472  -0.27
C15 -0.8404 4.0509 -6.1801  -0.48
C16 -0.6943 3.0254 -5.0274  -0.04
N4 -1.5233 5.2142 -5.7324  0.05
H34 -2.2155 2.9872 -10.0385  0.09
H35 -0.4833 3.3303 -10.2386  0.08
H36 -1.6192 4.5215 -10.5459  0.08
H37 -2.3614 3.0879 -7.3075  0.13
H38 -0.6884 2.5683 -7.6872  0.13
H39 0.1437 4.4603 -6.4082  0.14
H40 -0.3154 3.4398 -4.0932  0.08
H41 0.0130 2.2313 -5.2665  0.07
H42 -1.6887 2.5793 -5.0452  0.07
H43 -2.4509 4.9603 -5.4238  0.07
H44 -1.6406 5.6758 -6.6230  0.07
C17 0.8659 2.3071 9.8889  -0.12
O5 0.2460 2.9246 8.8145  -0.21
C18 0.2320 2.2140 7.5885  -0.20
C19 0.0316 3.1678 6.4412  -0.45
C20 -0.6929 2.6660 5.2187  -0.06
N5 1.2508 3.8906 6.0500  0.05
H45 0.1036 1.5747 10.1545  0.09
H46 0.8621 3.0020 10.7286  0.09
H47 1.8000 1.8192 9.6104  0.08
H48 1.1767 1.6781 7.4968  0.12
H49 -0.5954 1.5128 7.6976  0.13
H50 -0.5628 3.9817 6.8562  0.14
H51 -0.0288 2.1866 4.4995  0.08
H52 -1.1742 3.5891 4.8956  0.08
H53 -1.5559 2.0379 5.4394  0.08
H54 1.9903 3.3642 5.6073  0.05
H55 1.5880 4.2739 6.9215  0.06
C21 7.1500 -7.3485 -5.4019  -0.13
O6 6.8100 -6.0302 -5.1479  -0.19
C22 5.7262 -5.9486 -4.2587  -0.20
C23 5.1897 -4.4805 -4.3904  -0.43
C24 4.0402 -4.1085 -3.5564  -0.09
N6 4.8505 -4.1837 -5.8013  0.05
H56 6.5710 -7.8296 -6.1901  0.09
H57 7.0059 -7.9248 -4.4880  0.08
H58 8.2247 -7.4203 -5.5693  0.09
H59 4.8577 -6.6010 -4.3500  0.13
H60 6.0807 -6.1702 -3.2521  0.12
H61 5.9953 -3.8136 -4.0833  0.13
H62 3.1209 -4.1739 -4.1384  0.08
H63 4.1142 -3.0973 -3.1564  0.08
H64 3.8339 -4.6408 -2.6279  0.07
H65 5.4817 -4.7673 -6.3315  0.05
H66 5.2904 -3.2942 -5.9895  0.06
C25 -4.6286 -3.0251 0.3650  -0.10
O7 -5.3946 -2.8125 -0.8188  -0.18
C26 -6.7875 -2.8739 -0.6308  -0.21
C27 -7.3490 -2.6144 -1.9886  -0.45
C28 -7.1778 -1.2258 -2.5935  -0.06
N7 -8.7720 -2.8741 -2.0772  0.02
H67 -3.5560 -3.0057 0.1721  0.08
H68 -4.8202 -3.9348 0.9340  0.09
H69 -4.7419 -2.2366 1.1089  0.08
H70 -7.1684 -3.8534 -0.3416  0.12
H71 -7.0094 -2.2343 0.2235  0.13
H72 -7.0162 -3.3803 -2.6891  0.14
H73 -7.5646 -1.0355 -3.5947  0.08
H74 -6.1223 -0.9573 -2.6375  0.06
H75 -7.3569 -0.4483 -1.8508  0.08
H76 -8.9950 -3.2040 -3.0054  0.08
H77 -8.9761 -3.6034 -1.4090  0.06
C29 -2.6197 -1.8246 -4.6337  -0.09
C30 -3.6978 -2.7718 -5.2008  -0.32
O8 -3.8202 -3.8142 -4.2738  -0.08
H78 -2.5527 -0.9287 -5.2508  0.06
H79 -1.5882 -2.1763 -4.6555  0.07
H80 -2.8846 -1.3204 -3.7043  0.07
H81 -3.3998 -3.1606 -6.1746  0.11
H82 -4.6413 -2.2763 -5.4296  0.10
H83 -4.0956 -3.4379 -3.4347  0.07
C31 2.3391 5.4921 -0.5798  -0.09
C32 1.8566 5.7433 0.8689  -0.29
O9 1.0319 4.6370 1.3189  -0.10
H84 1.4440 5.4257 -1.1982  0.07
H85 2.9964 4.6655 -0.8498  0.07
H86 2.8740 6.3942 -0.8766  0.07
H87 1.2147 6.6182 0.9721  0.10
H88 2.7446 5.9599 1.4628  0.10
H89 1.0902 4.5779 2.2753  0.06
C33 1.1203 -0.1900 -0.5394  -0.09
C34 1.4082 -1.5832 -0.0230  -0.32
O10 2.7534 -1.7577 0.4567  -0.09
H90 1.1885 0.5343 0.2723  0.07
H91 0.0695 -0.1618 -0.8276  0.06
H92 1.5448 0.1183 -1.4949  0.07
H93 1.0560 -2.3521 -0.7107  0.10
H94 0.7343 -1.9239 0.7630  0.10
H95 2.9060 -1.1807 1.2087  0.06
C35 3.8324 0.7145 -5.8541  -0.09
C36 5.1913 0.6549 -6.5616  -0.31
O11 5.9631 -0.3806 -5.9494  -0.09
H96 3.9930 0.8525 -4.7848  0.07
H97 3.2682 -0.2076 -5.9937  0.07
H98 3.3799 1.6370 -6.2177  0.07
H99 5.6431 1.6310 -6.3847  0.11
H100 5.0167 0.3743 -7.6003  0.11
H101 6.8993 -0.1908 -6.0443  0.08

Forces on atoms 1 to 2 (eV/Å):
-0.240 -1.357 -0.716
0.042 -0.572 1.370

structure (SMILES) = COC[C@H](C)N.COC[C@H](C)N.COC[C@H](C)N.COC[C@H](C)N.COC[C@H](C)N.COC[C@H](C)N.COC[C@H](C)N.CCO.CCO.CCO.CCO
HOMO energy = -8.691 eV
ΔE to the lowest compared entry with this formula, charge and spin = 165.4 kcal per mole